Record 1
The molecule C3H6N2S2 in a non-equilibrium geometry, computed with ωB97M-V/def2-TZVPD.

Structure (XYZ):
```
13
Properties=species:S:1:pos:R:3:forces:R:3
S -1.65613 1.21058 0.11823 1.6 0.4 0.2
S -0.48914 -1.49741 -0.04378 2.7 -1.5 -1.1
N -1.96503 -1.25286 0.90340 -1.8 1.3 -1.2
N -2.67259 -0.19857 0.28268 0.0 -1.6 -1.5
C -0.05229 0.29611 -0.32498 -0.7 0.1 -2.9
C 1.36714 0.56596 0.15857 -1.4 -0.6 -1.3
C 2.53477 0.28618 -0.39530 0.3 0.1 -0.7
H -1.79372 -1.00324 1.83844 0.3 0.3 2.0
H -2.95747 -0.61872 -0.66894 0.6 1.1 1.6
H 3.43010 0.61694 0.13408 -0.2 0.0 -0.2
H 2.68512 -0.06924 -1.40475 -0.1 -0.7 0.1
H 1.47645 1.24737 0.89230 -0.2 1.7 3.3
H 0.09278 0.41689 -1.48996 -0.9 -0.5 2.0
```
Forces are in eV/Å.

Values from the calculation:
Spin multiplicity: 3
Energy: -1023.53301 hartree
Kohn-Sham gap (spin up / spin down): 5.6 / 6.5 eV
Highest occupied orbital energy (spin up / spin down): -4.9 / -9.1 eV
Energy above the lowest of the compared OMol25 structures with the same formula, charge and spin: 85.3 kcal per mole
Strongest force on any atom: 0.072 Eh/bohr

For reference, the Mulliken charges in units of e are: -0.04 -0.07 -0.24 -0.30 -0.06 -0.36 -0.69 0.28 0.29 0.24 0.25 0.38 0.31

---

Record 2
The molecule C3H6N2S3 in a non-equilibrium geometry, computed with ωB97M-V/def2-TZVPD.

Structure (XYZ):
```
14
Properties=species:S:1:pos:R:3:forces:R:3
S -1.40296 -1.42149 -0.06669 0.8 0.6 -0.1
S 3.56174 -1.07422 0.01324 -0.1 0.6 -0.3
S -0.72974 1.52713 0.05237 0.6 -0.9 -0.1
N 2.39997 1.34522 -0.14381 -2.1 -0.3 0.3
N 1.04004 -0.54156 0.17202 -0.8 -1.2 -0.5
C -0.22697 -0.06970 0.03820 -1.0 0.9 0.3
C 2.29744 0.02137 -0.03451 0.7 -0.4 0.7
C -2.97861 -0.58288 -0.02297 -0.8 1.1 0.4
H 1.57788 1.93769 0.03909 0.4 -0.4 -0.3
H 3.28451 1.75400 -0.21407 1.4 0.4 -0.1
H -3.18561 -0.20401 1.04457 0.2 -0.5 -1.8
H -3.69585 -1.39431 -0.28764 0.4 0.7 0.2
H 1.08656 -1.57666 0.19080 0.4 1.0 0.1
H -3.02841 0.27943 -0.78061 0.1 -1.4 1.2
```
Forces are in eV/Å.

Values from the calculation:
SMILES: CSC(=S)NC(N)=S
Energy: -1421.99800 hartree
Kohn-Sham gap: 8.4 eV
Highest occupied orbital energy: -8.7 eV
Energy above the lowest of the compared OMol25 structures with the same formula, charge and spin: 0.3 kcal per mole
Strongest force on any atom: 0.042 Eh/bohr

For reference, the Mulliken charges in units of e are: -0.05 -0.40 -0.43 -0.23 -0.26 0.43 0.32 -0.84 0.10 0.22 0.29 0.32 0.24 0.30

---

Record 3
The ion C3H6N3 with charge +1 in a non-equilibrium geometry, computed with ωB97M-V/def2-TZVPD.

Structure (XYZ):
```
12
Properties=species:S:1:pos:R:3:forces:R:3
N -2.65192 -0.61185 0.04954 -2.5 0.3 -1.1
N -2.61685 0.65844 -0.04825 0.4 -1.8 1.7
N -0.51816 -0.21671 0.01642 -1.0 -0.6 0.0
C -1.40555 -1.19343 -0.01151 2.8 3.5 0.5
C -1.24960 1.07517 0.01601 0.7 -1.7 -1.2
C 0.92469 -0.31440 -0.01104 1.7 -2.7 2.4
H 1.33972 -0.21607 1.12622 -0.8 0.8 -2.9
H -1.02642 -2.19409 -0.10059 -0.8 -0.6 0.1
H 1.33220 0.31396 -0.83451 0.0 -0.4 1.1
H -1.09069 1.44420 -1.01553 0.4 0.8 0.6
H -0.94449 1.66507 0.89057 -0.3 0.4 -0.5
H 1.18415 -1.45430 -0.11784 -0.4 2.2 -0.5
```
Forces are in eV/Å.

Values from the calculation:
SMILES: C[N+]1=CN=NC1
Energy: -281.81603 hartree
Kohn-Sham gap: 9.1 eV
Highest occupied orbital energy: -15.7 eV
Energy above the lowest of the compared OMol25 structures with the same formula, charge and spin: 63.9 kcal per mole
Strongest force on any atom: 0.088 Eh/bohr
Charge: +1

For reference, the Mulliken charges in units of e are: -0.23 -0.12 0.11 0.23 -0.35 -0.70 0.34 0.38 0.32 0.38 0.39 0.26

---

Record 4
A structure of composition C3H6N3O in a non-equilibrium geometry, computed with ωB97M-V/def2-TZVPD.

Structure (XYZ):
```
13
Properties=species:S:1:pos:R:3:forces:R:3
O -0.81352 3.55717 1.17262 -0.1 0.3 0.2
N 1.71417 0.75121 -1.74526 0.8 0.5 -0.3
N -0.36236 -0.42038 -0.81558 -0.2 -1.0 0.1
N 0.61084 0.91131 -1.49729 -0.3 0.9 -1.2
C 0.17144 1.33977 0.77178 0.0 -0.7 1.1
C -0.64380 0.08265 0.54577 0.1 0.6 0.5
C -0.35948 2.51864 1.02797 -0.1 0.0 -0.3
H -0.36264 -0.67974 1.27729 -0.1 0.1 -0.2
H 0.08606 -1.33523 -0.84729 -0.2 0.0 0.0
H 1.20200 1.22288 1.07584 0.1 0.2 0.0
H -1.70665 0.29667 0.64909 0.1 -0.2 0.0
H -1.17547 -0.40074 -1.42760 0.1 -0.1 0.0
H 2.46038 0.07355 -1.64041 -0.1 -0.6 0.1
```
Forces are in eV/Å.

Values from the calculation:
Energy: -357.02483 hartree
Kohn-Sham gap: 8.6 eV
Highest occupied orbital energy: -13.3 eV
Energy above the lowest of the compared OMol25 structures with the same formula, charge and spin: 82.8 kcal per mole
Strongest force on any atom: 0.030 Eh/bohr
Charge: +1

For reference, the Mulliken charges in units of e are: -0.25 -0.20 -0.30 0.25 -0.57 -0.56 0.58 0.28 0.35 0.39 0.37 0.33 0.32

---

Record 5
A structure of composition C3H6N3O in a non-equilibrium geometry, computed with ωB97M-V/def2-TZVPD.

Structure (XYZ):
```
13
Properties=species:S:1:pos:R:3:forces:R:3
O 2.11889 -2.15851 1.50937 2.5 -1.3 1.1
N 1.31067 -1.58688 1.06517 -1.5 1.1 -0.6
N 1.86239 -0.16588 0.14642 -2.5 1.8 -2.5
N -0.68571 -0.49109 0.27137 -1.4 -1.6 1.2
C 0.91730 0.32684 -0.48943 3.1 -3.1 2.9
C 0.30286 1.15738 -1.47893 -0.4 0.9 -0.4
C -1.55487 -0.02507 1.09056 0.3 -1.5 -1.9
H 0.70843 1.11754 -2.48473 0.3 -0.5 0.0
H -2.23973 -0.69081 1.57127 -0.3 -0.4 0.6
H -0.75542 0.90614 -1.45521 0.1 0.5 -0.4
H 0.49714 2.16921 -1.15851 -0.3 0.7 0.1
H -1.79588 0.99465 1.12980 0.3 1.6 0.3
H -0.68607 -1.55351 0.28285 -0.2 1.9 -0.2
```
Forces are in eV/Å.

Values from the calculation:
Energy: -356.96616 hartree
Kohn-Sham gap: 8.9 eV
Highest occupied orbital energy: -14.6 eV
Energy above the lowest of the compared OMol25 structures with the same formula, charge and spin: 119.6 kcal per mole
Strongest force on any atom: 0.103 Eh/bohr
Charge: +1

For reference, the Mulliken charges in units of e are: -0.07 0.40 -0.44 -0.38 0.78 -0.92 -0.21 0.35 0.28 0.32 0.29 0.28 0.31

---

Record 6
The ion C3H6N3O with charge +1 in a non-equilibrium geometry, computed with ωB97M-V/def2-TZVPD.

Structure (XYZ):
```
13
Properties=species:S:1:pos:R:3:forces:R:3
O -1.89777 -0.82100 -0.06495 3.1 1.0 0.2
N 1.40571 0.72447 0.05108 2.7 0.5 2.6
N 0.07907 0.35932 0.11666 -1.8 4.1 -0.6
N 0.16655 -2.10201 0.14565 6.1 3.4 0.4
C -2.13748 0.55639 -0.07385 -2.4 -3.6 -0.5
C -0.98125 1.29213 -0.07597 5.4 -3.3 1.2
C -0.32856 -0.90077 -0.01946 -5.6 -0.8 -0.8
H 1.85504 0.85700 1.07008 -1.6 -0.4 -2.9
H 1.60147 1.58009 -0.50890 -0.6 -1.0 0.5
H 1.27893 -1.99221 0.15824 -3.2 -1.3 0.0
H -3.17080 0.75094 -0.05109 -0.8 0.8 0.1
H -0.29859 -2.94374 0.15202 -1.3 -2.0 -0.1
H -0.61018 2.24305 -0.09014 -0.1 2.6 -0.2
```
Forces are in eV/Å.

Values from the calculation:
Spin multiplicity: 3
Energy: -356.93635 hartree
Kohn-Sham gap (spin up / spin down): 6.1 / 8.3 eV
Highest occupied orbital energy (spin up / spin down): -9.8 / -15.4 eV
Energy above the lowest of the compared OMol25 structures with the same formula, charge and spin: 42.7 kcal per mole
Strongest force on any atom: 0.136 Eh/bohr
Charge: +1

For reference, the Mulliken charges in units of e are: -0.32 -0.97 0.46 -0.32 -0.48 -0.06 0.53 0.32 0.30 0.32 0.47 0.24 0.52

---

Record 7
A structure of composition C3H6N3O6P3 in a non-equilibrium geometry, computed with ωB97M-V/def2-TZVPD.

Structure (XYZ):
```
21
Properties=species:S:1:pos:R:3:forces:R:3
P 0.44445 -0.06416 -1.46411 -0.1 1.0 -0.1
P -1.56130 -1.38097 -0.12552 1.8 3.3 0.6
P 2.07290 -1.04907 0.34765 -0.2 1.0 -1.5
O -2.92957 -2.01004 -0.39047 -0.8 -4.3 0.5
O -0.59595 -2.52416 0.41539 0.4 0.7 -0.5
O 1.42338 0.44487 0.87005 0.3 -1.0 1.4
O 0.49764 0.81050 -2.78237 -1.0 0.2 -0.8
O -0.49654 1.64629 0.73953 0.0 1.2 -0.2
O 4.69756 -1.30897 0.90403 0.3 -0.4 -0.1
N -1.88906 -0.20727 1.04255 -0.1 -1.9 -0.4
N 1.87464 -0.79541 -1.34818 -1.5 -0.1 1.6
N -1.08510 -0.63239 -1.42842 1.6 -0.7 -0.4
C 0.57040 1.11386 0.02931 3.2 2.2 -2.3
C -1.49398 0.97514 1.22882 -0.6 -1.5 0.7
C 3.83543 -0.51895 0.68718 0.5 2.2 0.6
H 0.40062 -2.31780 0.21966 -1.5 -0.5 0.7
H -2.02070 1.53325 1.98468 -0.1 0.6 0.1
H -2.78514 -3.03121 -0.27962 -0.9 2.5 -0.4
H -0.37847 0.86468 -3.23738 0.9 -0.1 0.6
H 1.17552 2.11776 -0.31354 -1.7 -2.2 0.5
H 4.05031 0.66236 0.83919 -0.6 -2.0 -0.5
```
Forces are in eV/Å.

Values from the calculation:
Energy: -1757.77541 hartree
Kohn-Sham gap: 8.8 eV
Highest occupied orbital energy: -8.7 eV
Energy above the lowest of the compared OMol25 structures with the same formula, charge and spin: 23.6 kcal per mole
Strongest force on any atom: 0.087 Eh/bohr

For reference, the Mulliken charges in units of e are: 0.77 0.61 0.07 -0.48 -0.52 -0.39 -0.54 -0.32 -0.37 -0.39 -0.48 -0.46 0.07 0.23 0.14 0.37 0.45 0.39 0.37 0.25 0.25

---

Record 8
A structure of composition C3H6N3S in a non-equilibrium geometry, computed with ωB97M-V/def2-TZVPD.

Structure (XYZ):
```
13
Properties=species:S:1:pos:R:3:forces:R:3
S 3.19773 0.44679 -0.04205 -2.7 0.3 0.2
N 2.93364 -1.19585 0.10296 -0.2 0.9 0.3
N 0.75606 -0.44180 -0.00818 3.2 2.4 0.6
N 0.68949 1.89260 -0.07394 -0.5 -1.1 -0.3
C 1.38211 0.75076 -0.02022 2.3 1.0 -0.7
C -0.61362 -0.64377 -0.00430 -3.3 -0.8 0.4
C 1.67732 -1.42435 0.17501 1.7 -0.9 -0.9
H -0.73670 -1.58270 -0.58000 -0.7 0.6 0.5
H 1.40654 -2.42569 0.19863 -1.0 -1.7 0.3
H -0.30419 1.58851 -0.17173 0.9 1.9 0.0
H -0.98476 -0.72508 1.04894 0.1 -0.2 -0.9
H -1.22690 0.18321 -0.46465 0.8 -1.0 0.1
H 1.06290 2.82188 -0.37443 -0.6 -1.4 0.5
```
Forces are in eV/Å.

Values from the calculation:
Energy: -680.09924 hartree
Kohn-Sham gap: 10.2 eV
Highest occupied orbital energy: -14.2 eV
Energy above the lowest of the compared OMol25 structures with the same formula, charge and spin: 7.4 kcal per mole
Strongest force on any atom: 0.080 Eh/bohr
Charge: +1

For reference, the Mulliken charges in units of e are: 0.17 -0.34 0.04 -0.30 0.51 -0.91 -0.05 0.32 0.41 0.15 0.36 0.37 0.29

---

Record 9
The ion C3H6N3S3 with charge +1 in a non-equilibrium geometry, computed with ωB97M-V/def2-TZVPD.

Structure (XYZ):
```
15
Properties=species:S:1:pos:R:3:forces:R:3
S 0.81823 2.28433 -0.55119 -0.4 -0.4 0.0
S 2.43791 -0.25799 -0.88267 0.4 0.0 0.6
S -1.29893 -0.09163 3.06190 -0.4 -0.2 -1.2
N -1.81197 -0.44324 0.41605 2.4 0.5 1.6
N 0.44691 -0.12085 1.06863 -0.9 1.2 -4.2
N -0.17215 -0.25024 -1.23319 -1.2 -0.4 -0.5
C 0.85306 0.48547 -0.45197 -1.3 -2.4 2.6
C -0.90774 -0.19099 1.47347 3.0 1.1 1.3
C -1.34391 -0.66284 -0.79994 0.0 1.1 0.6
H 1.96916 2.39473 -1.22790 0.0 -0.1 0.0
H 2.47484 -1.03006 0.24122 0.0 0.1 -0.6
H 0.03865 -0.58583 -2.17695 0.3 0.5 0.4
H -2.02110 -1.15186 -1.43622 -0.5 -0.6 -1.2
H -2.68714 -0.59299 0.87802 -1.2 -0.6 -0.9
H 1.20418 0.21399 1.62074 -0.2 0.2 1.5
```
Forces are in eV/Å.

Values from the calculation:
SMILES: S=C1NC=[NH+]C(S)(S)N1
Energy: -1476.45196 hartree
Kohn-Sham gap: 8.1 eV
Highest occupied orbital energy: -13.0 eV
Energy above the lowest of the compared OMol25 structures with the same formula, charge and spin: 0.0 kcal per mole
Strongest force on any atom: 0.086 Eh/bohr
Charge: +1

For reference, the Mulliken charges in units of e are: -0.13 -0.13 -0.22 -0.06 -0.38 -0.03 0.18 0.02 -0.03 0.21 0.21 0.36 0.45 0.26 0.29

---

Record 10
The molecule C3H6N4 in a non-equilibrium geometry, computed with ωB97M-V/def2-TZVPD.

Structure (XYZ):
```
13
Properties=species:S:1:pos:R:3:forces:R:3
N -2.27888 -0.51711 0.05525 -4.4 1.8 -0.2
N 1.11956 0.31118 -0.12346 0.6 0.3 -0.1
N -1.25820 0.37371 0.01811 3.3 0.3 0.1
N 2.26432 -0.43906 -0.09095 2.0 0.5 1.6
C -3.40872 0.18873 0.03230 2.6 -2.8 0.4
C -0.12936 -0.25034 -0.04645 0.5 0.7 -0.7
C 3.43636 0.11136 0.17276 -0.1 -0.5 -1.5
H 4.39729 -0.52716 0.23694 -2.2 0.5 -0.2
H 3.77397 1.20357 0.10731 -1.4 -1.1 0.4
H 0.00897 -1.28258 -0.18560 -0.6 -1.7 0.3
H -3.39516 1.24695 0.04362 0.2 1.0 -0.1
H 1.24374 1.27455 -0.26985 -0.1 1.5 0.1
H -4.34600 -0.31484 0.10329 -0.4 -0.5 -0.1
```
Forces are in eV/Å.

Values from the calculation:
SMILES: C=N/N=C/NN=C
Energy: -336.80536 hartree
Kohn-Sham gap: 9.0 eV
Highest occupied orbital energy: -8.5 eV
Energy above the lowest of the compared OMol25 structures with the same formula, charge and spin: 90.3 kcal per mole
Strongest force on any atom: 0.093 Eh/bohr

For reference, the Mulliken charges in units of e are: -0.41 0.13 -0.32 -0.58 -0.32 -0.02 -0.26 0.22 0.21 0.42 0.35 0.28 0.29